CHI4P | ωB97M-V/def2-TZVPD

Positions of all 7 atoms, in Å:
C -0.31069 0.23189 0.91234
P -1.06710 -0.93342 2.00723
I -1.08084 2.22875 1.29049
I 1.79965 0.23754 1.37343
I -3.72374 -0.13080 0.15954
I -0.37060 -3.11772 1.15811
H -0.54489 0.12582 -0.10816

Results
Energy above the lowest of the compared OMol25 structures with the same formula, charge and spin, kJ/mol: 111.52
Energy, hartree: -1570.7981
E_HOMO, eV: -8.7

So, what does the natural (NBO) scheme give us? The charges, in e, come out as: number 1, C, carries -0.999; number 2, P, carries 0.685; number 3, I, carries 0.222; number 4, I, carries 0.214; number 5, I, carries -0.344; number 6, I, carries -0.020; number 7, H, carries 0.242